Record 1
A molecular structure, C38H46Br2Cl3GeN2O2Se4TeTi, computed with wB97M-V/def2-TZVPD.

XYZ file:
```
100
Properties=species:S:1:pos:R:3:forces:R:3
Ti 1.375201 -1.657291 -0.387192 1.617 -0.466 1.235
C -1.498413 4.158776 3.766836 0.008 0.025 -0.035
C -0.958395 4.236614 2.332940 0.028 -0.044 0.052
C -0.250017 5.579053 2.146952 0.000 -0.051 0.010
C -2.120153 4.172439 1.329444 0.024 0.045 -0.003
C -0.027947 3.055176 2.059743 -0.056 0.007 0.015
C -0.534190 1.757345 2.093388 0.024 -0.048 -0.049
C 0.231354 0.723011 1.603647 0.088 -0.116 -0.040
Se -0.330000 -1.119373 1.546153 -0.465 0.680 0.235
C -1.785944 -1.112396 0.281443 0.215 -0.011 -0.064
C -3.048195 -0.723355 0.649501 0.074 0.075 -0.009
C -4.080657 -0.805917 -0.282037 -0.065 -0.052 -0.004
C -3.803301 -1.463541 -1.466296 -0.006 0.041 -0.012
C -2.543975 -1.949389 -1.843312 0.073 0.032 -0.070
C -1.485831 -1.639505 -0.993029 -0.278 0.307 0.472
O -0.173322 -1.790165 -1.266378 -0.997 0.106 -0.586
C -2.478952 -2.802832 -3.114971 0.084 0.111 -0.119
C -2.901697 -1.960493 -4.327380 -0.006 0.030 0.077
C -1.095701 -3.384402 -3.399797 -0.012 -0.012 -0.067
C -3.437705 -3.990020 -2.922601 -0.006 0.014 -0.006
C -5.446852 -0.206936 0.041273 0.010 -0.009 0.056
C -5.252083 1.231421 0.549253 -0.022 -0.032 -0.051
C -6.351173 -0.150438 -1.191464 0.037 0.007 0.033
C -6.133398 -1.051722 1.122711 -0.021 0.032 -0.031
C 1.532275 0.911085 1.094889 -0.413 0.026 -0.015
O 2.078375 -0.062722 0.379676 0.314 0.713 0.215
C 2.140656 2.159689 1.296544 0.063 0.013 -0.002
C 1.311110 3.201454 1.718836 0.032 -0.010 0.002
C 3.622655 2.441463 1.013912 0.006 -0.058 -0.033
C 4.165185 3.440883 2.049773 -0.047 0.014 -0.053
C 3.781110 3.033615 -0.390416 -0.018 -0.013 0.013
C 4.485874 1.176643 1.114206 0.015 0.012 -0.012
H -2.148065 5.014053 3.975259 -0.019 -0.019 0.005
H -0.676124 4.163804 4.485969 -0.012 0.012 0.014
H -2.077995 3.247385 3.923087 0.005 -0.001 0.007
H -0.961712 6.390866 2.315051 0.000 0.001 0.004
H 0.138191 5.673457 1.131130 0.019 0.023 0.012
H 0.574946 5.702528 2.852991 0.007 0.011 -0.012
H -2.775429 5.041469 1.446897 -0.006 -0.014 0.025
H -2.720240 3.270915 1.461755 0.004 -0.002 -0.002
H -1.740268 4.156886 0.306411 -0.027 0.000 -0.008
H -1.539610 1.553125 2.443641 -0.025 0.038 -0.054
H -3.208823 -0.333224 1.647316 -0.041 0.013 -0.014
H -4.608598 -1.608417 -2.173276 0.013 -0.017 0.011
H -2.221141 -1.116920 -4.448126 -0.016 0.013 -0.022
H -3.916042 -1.569082 -4.218711 0.005 -0.006 -0.025
H -2.862799 -2.572449 -5.232852 -0.031 -0.011 0.006
H -0.343744 -2.606723 -3.511520 0.023 0.001 0.012
H -1.137897 -3.944369 -4.338990 -0.043 -0.015 0.018
H -0.789052 -4.076597 -2.616406 0.066 0.068 0.050
H -4.478953 -3.670683 -2.841296 0.005 -0.006 -0.003
H -3.175879 -4.541545 -2.017195 0.004 -0.020 -0.016
H -3.355335 -4.668959 -3.775481 -0.010 0.011 -0.008
H -4.630052 1.795294 -0.147812 -0.001 0.028 0.015
H -4.766828 1.247893 1.526841 0.021 0.011 -0.009
H -6.219357 1.732819 0.647290 -0.003 -0.016 0.035
H -5.864835 0.393162 -2.003781 -0.012 -0.017 -0.016
H -7.276083 0.372221 -0.935838 -0.014 -0.021 -0.006
H -6.618196 -1.148848 -1.543874 0.009 0.008 -0.027
H -5.541999 -1.072060 2.039867 0.003 -0.006 -0.001
H -6.256289 -2.081431 0.781141 -0.015 -0.002 0.011
H -7.120379 -0.641594 1.358466 0.009 -0.001 0.022
H 1.744529 4.190815 1.754804 -0.020 -0.008 -0.013
H 3.753291 4.442208 1.913496 0.012 0.001 0.028
H 5.249759 3.514439 1.944493 -0.002 0.025 -0.015
H 3.939131 3.109942 3.066001 0.019 0.005 0.005
H 3.186749 3.941718 -0.504392 0.009 0.002 -0.014
H 3.437436 2.327114 -1.147121 0.001 -0.001 -0.012
H 4.832954 3.267027 -0.584472 -0.001 -0.009 -0.001
H 4.285295 0.623626 2.035476 0.012 -0.010 -0.001
H 5.542699 1.458402 1.101343 -0.009 0.024 0.023
H 4.308134 0.510541 0.277175 -0.013 -0.029 0.019
Se -0.202346 -4.071529 0.587987 -0.340 -0.510 -0.985
Se -0.809578 -6.093956 1.393253 0.470 -0.102 0.081
Te 3.199527 -5.820676 -0.599494 0.238 0.050 0.075
Se 1.693792 -3.980743 -1.232038 -1.128 -1.626 -0.071
Br 6.077130 -4.601935 3.538113 0.001 -0.020 -0.006
C 4.711207 -3.728632 2.551074 -0.010 0.140 0.055
C 3.413458 -3.692712 3.067115 0.076 0.024 -0.024
C 2.458401 -3.077259 2.289142 -0.120 -0.007 0.134
N 2.693875 -2.507800 1.106391 0.571 -0.068 -0.060
C 3.979689 -2.526275 0.609779 -0.014 0.064 0.147
C 5.007928 -3.160392 1.353530 0.058 0.098 0.022
C 4.235493 -1.914697 -0.645561 0.038 0.069 -0.082
C 5.549646 -1.640491 -1.113109 -0.066 -0.041 -0.033
C 5.713945 -0.954484 -2.270647 0.032 0.039 0.031
Br 7.467516 -0.503375 -2.851887 -0.008 -0.020 -0.020
C 4.610955 -0.522546 -3.041866 0.015 0.003 0.008
C 3.367167 -0.833326 -2.561374 -0.031 -0.073 -0.077
N 3.158755 -1.504893 -1.417979 0.322 0.252 -0.016
H 3.154898 -4.146257 4.010255 -0.031 0.004 -0.007
H 1.439221 -3.041273 2.646986 -0.048 -0.034 -0.093
H 6.007420 -3.221030 0.954763 -0.011 -0.056 -0.012
H 6.406177 -1.936941 -0.528958 0.014 0.026 -0.007
H 4.730825 0.043636 -3.951466 -0.009 -0.041 -0.027
H 2.480966 -0.549929 -3.120833 -0.042 0.075 0.068
Cl 0.054641 0.420784 -3.873241 0.061 0.023 0.062
Ge -0.036681 1.322722 -1.721563 -0.280 0.358 -0.508
Cl -2.258567 1.940616 -1.852265 0.002 -0.044 0.067
Cl 0.747253 3.406414 -2.327113 0.017 -0.013 0.078
```
Positions in Å, forces in eV/Å.

The expectation value of S² is 0.77. For the frontier orbital gap (spin up / spin down), the calculation gives 0.1813 / 0.2000 hartree. The calculation puts the total energy at -21064.71788 a.u. The spin multiplicity is 2. The LUMO energy (spin up / spin down) is 3.63 / 3.57 eV. Its charge is -2. The value obtained for the HOMO energy (spin up / spin down) is -1.307 / -1.871 eV.

Record 2
2 unconnected molecules or ions with the total composition C4H14N2O, computed with wB97M-V/def2-TZVPD.

XYZ file:
```
21
Properties=species:S:1:pos:R:3:forces:R:3
C -1.502139 -0.490193 -1.224210 0.419 -0.288 -1.624
C -0.226315 0.393159 -1.277515 -0.877 -0.292 2.741
C 0.576584 0.205806 -2.513184 1.292 -0.403 -0.932
N 0.618983 0.124121 -0.080734 -0.632 0.453 -0.471
C 0.259147 0.884759 1.096240 -0.394 0.179 0.862
N -1.149367 1.259912 1.508621 1.153 0.021 -1.151
H -1.827147 -0.611024 -2.268065 -0.294 0.018 0.180
H -1.230945 -1.507413 -0.911288 -0.210 0.278 0.267
H -2.350848 -0.078734 -0.675024 0.338 -0.113 0.201
H -0.572042 1.406829 -1.017186 0.267 0.089 -1.115
H 0.133093 0.334058 -3.498688 -0.693 0.344 0.218
H 1.479257 0.826129 -2.509437 -0.151 -0.060 0.182
H 0.927548 -0.835526 -2.549285 0.044 0.090 0.217
H 0.833180 -0.833509 0.147536 -0.356 -0.259 -0.214
H 0.552854 0.307073 1.963254 0.747 0.193 -0.068
H 0.815048 1.822454 1.013299 -0.223 0.145 0.520
H -1.772778 0.467273 1.414906 -0.049 0.029 -0.055
H -1.440557 1.988394 0.864788 -0.481 -0.122 0.150
O 1.425295 -1.893469 2.068561 -0.505 -0.658 0.373
H 1.436451 -1.225111 2.759977 0.170 0.059 0.014
H 0.786279 -2.547639 2.407825 0.437 0.300 -0.295
```
Positions in Å, forces in eV/Å.

For the frontier orbital gap, the calculation gives 0.3328 hartree. The calculation puts the total energy at -345.51636 a.u. As for the energy relative to the best compared isomer or geometry (same formula, charge and spin): 37.5 kcal/mol. The LUMO energy is 0.73 eV. The SMILES is CC(C)NCN.O. The value obtained for the HOMO energy is -8.324 eV.

> Among the records above, which one has the highest total energy?

C4H14N2O